No. 1
18
Properties=species:S:1:pos:R:3 method="wB97M-V/def2-TZVPD" total_energy_ha=-3749.052099 max_force_ha_per_bohr=0.103 charge=+1 lumo_ev=-5.919
O 0.5294 -1.6156 2.1953
S 0.9134 -2.2921 0.8577
O 0.0905 -1.6342 -0.4823
C -1.2968 -1.2623 -0.1642
P -1.6362 0.6358 -0.2677
O -2.5621 0.9783 -1.5417
O -2.5229 1.2371 1.1491
O -0.2009 1.6067 -0.4392
O 2.5877 -1.8709 0.6464
P 2.5280 -0.2477 -0.0228
O 3.8827 0.7251 0.5087
Cl 2.6636 -0.4408 -2.1751
H -1.9812 -1.7439 -1.0153
H -1.7047 -1.7086 0.8488
H -2.1982 0.6159 1.8804
H -0.1895 2.1286 -1.2987
H 3.5592 1.6839 0.3662
Cu -2.4621 3.2046 -1.0454


No. 2
9
Properties=species:S:1:pos:R:3 method="wB97M-V/def2-TZVPD" total_energy_ha=-610.701475 max_force_ha_per_bohr=0.086 charge=0 lumo_ev=0.565
C -0.9224 0.3212 0.0010
N -0.0491 -0.6760 0.5502
N 1.1235 -0.8759 -0.3300
Cl 2.2811 0.5686 0.0055
H -0.9194 1.2249 0.4626
H -0.7555 0.6052 -0.9830
H -1.9399 0.0411 0.1084
H 0.2315 -0.5465 1.5014
H 0.9502 -0.6625 -1.3160


No. 3
12
Properties=species:S:1:pos:R:3 method="wB97M-V/def2-TZVPD" total_energy_ha=-1482.291886 max_force_ha_per_bohr=0.075 charge=0 lumo_ev="-1.684 / -1.568"
C 1.3399 0.6804 -0.9749
N -1.0338 -1.0778 1.3369
N 0.5575 1.3495 -0.1133
O -1.1134 -1.1006 -1.0690
S -2.9592 0.7875 0.0262
S -1.3381 -0.2000 -0.0181
Cl 2.2460 -0.6632 -0.0807
H 2.2635 1.1509 -1.5112
H 0.6458 0.2501 -1.7418
H -0.9631 -0.5817 2.2340
H -0.5766 -1.9560 1.0493
H 0.9315 1.3607 0.8627